17
Properties=species:S:1:pos:R:3:forces:R:3 method="wB97M-V/def2-TZVPD" e_above_lowest_kj_mol=98.75 homo_ev=-8.779 e_lumo_ev=0.7 e_tot_ev=-8430.217 smiles="OC1C=CC=C1.C" charge=0
O -0.74616 1.89862 0.20133 -0.0688 -0.0940 -0.2251
C 0.16667 1.15252 0.97698 0.1805 -0.1039 0.1877
C -0.32646 -0.17547 1.51486 0.0527 -0.0799 0.0261
C 0.59597 -1.11802 1.28664 -0.0891 0.0616 0.0234
C 1.72159 -0.52501 0.52939 -0.0138 0.1621 -0.0356
C 1.47129 0.77251 0.30751 0.0577 -0.1326 0.0367
H -0.94697 1.37088 -0.58311 -0.0303 0.1239 0.0958
H 0.40419 1.79609 1.83746 0.0171 -0.0896 -0.0467
H -1.26956 -0.28545 2.03816 0.1274 0.0065 -0.0740
H 0.54798 -2.15839 1.59289 -0.0065 0.1747 -0.0343
H 2.60183 -1.07601 0.21444 -0.1176 0.1000 0.0433
H 2.09622 1.48747 -0.21531 -0.0824 -0.1057 0.0582
C -1.31812 -0.59978 -1.95802 -0.0137 -0.0178 -0.0320
H -1.60442 0.26258 -2.56761 0.0455 -0.1154 0.0809
H -1.50585 -1.51211 -2.52904 0.0343 0.1306 0.0844
H -1.91379 -0.62470 -1.04151 0.0795 -0.0084 -0.1403
H -0.25534 -0.54481 -1.70337 -0.1723 -0.0121 -0.0485



17
Properties=species:S:1:pos:R:3:forces:R:3 method="wB97M-V/def2-TZVPD" e_above_lowest_kj_mol=414.73 homo_ev=-7.772 e_lumo_ev=0.8 e_tot_ev=-8426.942 charge=0
C -0.58934 -1.85355 1.88515 0.6730 -0.0591 -0.1335
C -1.16271 0.00833 -0.12881 -0.0381 0.2977 -0.1043
C -1.06548 1.32256 -0.31446 -0.0424 -0.1914 -0.0333
C 0.28619 1.74524 -0.82670 -0.0154 0.0220 -0.0037
C 0.99072 0.40049 -1.10615 0.0159 -0.0386 0.0380
C 0.15656 -0.66476 -0.38041 -0.1873 0.0057 -0.2216
O 0.74017 -1.06359 0.89812 -0.3410 0.0850 0.2970
H 0.11205 -1.96971 2.72639 -0.0594 -0.1514 0.1595
H -0.46971 -2.81047 1.34946 -0.0845 -0.0815 0.0473
H -1.99833 -0.53412 0.28222 -0.0226 0.0933 -0.1215
H -1.86607 2.02671 -0.11679 0.0707 -0.0229 -0.0363
H 0.82295 2.35086 -0.08677 -0.0690 0.0112 -0.1057
H 0.18845 2.34816 -1.73478 0.1182 -0.0046 0.1201
H 0.96234 0.18595 -2.17917 0.0545 0.0096 0.1675
H 2.03659 0.37956 -0.78613 -0.1189 -0.0302 -0.0734
H 0.09649 -1.60347 -0.93303 -0.0193 0.0504 0.1036
H 0.75914 -0.26821 1.45188 0.0655 0.0048 -0.0998



17
Properties=species:S:1:pos:R:3:forces:R:3 method="wB97M-V/def2-TZVPD" e_above_lowest_kj_mol=421.86 homo_ev=-7.396 e_lumo_ev=0.6 e_tot_ev=-8426.868 charge=0
C -0.14414 1.64585 -0.76686 -1.8109 2.2382 -1.8433
C -1.19873 1.00511 -0.26643 -0.9505 3.2780 -3.7824
O -1.61171 -0.11291 -0.93884 -0.1975 0.8052 0.0961
C -1.27846 -1.16588 -0.05176 0.0731 -0.5964 0.5919
C -0.45840 -0.51050 1.00937 2.0091 -3.2547 1.0847
C 0.78064 -0.04274 0.77388 0.4005 -3.1151 2.8151
C 1.81692 -0.53906 -0.17116 -0.3151 0.3594 -0.3245
H -0.00244 2.67298 -0.48803 0.2915 0.3180 0.4492
H 0.16008 1.43892 -1.79174 0.5057 -0.6456 0.4830
H -1.93725 1.50539 0.38414 0.7554 -0.7407 0.5197
H -0.80829 -1.93335 -0.65889 0.3016 -0.2088 0.1182
H -2.18485 -1.56254 0.37366 -0.4280 -0.3957 0.2208
H -0.79468 -0.66473 2.02671 -0.2351 0.9535 0.0640
H 1.29801 0.35175 1.62911 -0.1869 0.6958 0.5659
H 2.33575 -1.35362 0.36490 -0.3553 0.1521 -0.1469
H 2.58660 0.20386 -0.34165 0.0272 0.2683 -0.4252
H 1.39229 -0.91996 -1.08453 0.1152 -0.1115 -0.4864



17
Properties=species:S:1:pos:R:3:forces:R:3 method="wB97M-V/def2-TZVPD" e_above_lowest_kj_mol=337.20 homo_ev="-7.328 / -7.011" e_lumo_ev="0.3 / 0.6" e_tot_ev=-8427.746 charge=0
C -1.35574 0.29857 0.99537 -0.0335 0.0132 0.0559
C 0.08459 -2.34904 -0.82240 -0.1674 -1.1208 0.0574
O 0.50891 -1.12565 -0.79449 -0.5987 0.8149 -0.5771
C 1.53651 -0.58940 -0.19768 0.6585 0.6119 0.4802
C 1.55823 0.84288 -0.07694 0.2782 -0.6082 0.1215
C 0.48260 1.65518 -0.11690 -0.1883 0.1561 -0.0713
C -0.95588 1.20082 -0.18549 -0.0458 0.0509 -0.0632
H -1.39893 0.87584 1.92437 -0.0339 -0.0619 -0.1075
H -2.33382 -0.16492 0.82072 0.1255 0.1447 0.0607
H 0.60124 -3.11737 -0.25999 -0.0106 0.0436 -0.0732
H -0.78436 -2.51164 -1.43938 0.1053 -0.0535 0.0579
H -0.63301 -0.50599 1.14593 -0.1406 0.1264 0.0165
H 2.24251 -1.26734 0.27411 0.0775 0.1365 -0.1070
H 2.53990 1.27859 0.10126 -0.1401 -0.0612 0.0125
H 0.66333 2.72548 -0.04611 -0.0167 -0.1402 0.0039
H -1.14901 0.67259 -1.12602 0.0389 0.0478 0.1173
H -1.60708 2.08141 -0.19636 0.0915 -0.1003 0.0155



17
Properties=species:S:1:pos:R:3:forces:R:3 method="wB97M-V/def2-TZVPD" e_above_lowest_kj_mol=386.72 homo_ev=-9.158 e_lumo_ev=1.1 e_tot_ev=-8427.232 charge=0
C -1.73025 -0.31790 0.44663 -0.0589 -0.2184 -0.0434
C -1.43386 1.16514 0.55395 -0.0085 0.2228 0.0611
C -0.35914 0.20452 0.21590 0.0561 0.0423 0.0651
C 0.90475 -0.31447 0.75600 -0.1108 -0.3087 0.3910
C 0.77526 -0.00984 -0.72392 -0.0568 -0.0826 -0.3578
C 1.88392 0.99832 -0.43225 0.0562 0.2552 -0.2466
O 1.88136 0.69025 0.97688 0.0532 0.0866 0.1877
H -1.87711 -0.85893 1.37884 0.0052 0.0530 -0.1623
H -2.35512 -0.66755 -0.37001 0.1340 0.1308 0.0111
H -1.83090 1.77318 -0.25416 0.1673 -0.0063 0.0888
H -1.44929 1.64226 1.52896 0.0295 -0.1245 -0.0861
H -0.60940 -2.37331 -0.97140 0.0190 -0.1296 -0.0339
H 0.98991 -1.25486 1.29474 0.0263 0.1559 -0.0595
H -0.08967 -2.77416 -1.31963 -0.0862 -0.0670 0.0303
H 0.76013 -0.66362 -1.58506 -0.0061 0.0433 0.1379
H 2.84634 0.70280 -0.86572 -0.1840 0.0450 -0.0129
H 1.69307 2.05819 -0.62972 -0.0354 -0.0978 0.0295



17
Properties=species:S:1:pos:R:3:forces:R:3 method="wB97M-V/def2-TZVPD" e_above_lowest_kj_mol=84.04 homo_ev=-9.630 e_lumo_ev=1.0 e_tot_ev=-8430.369 smiles="C[C@H]1C[C@H]1CC=O" charge=0
C -1.81626 -0.33086 0.37515 -0.1713 0.0002 -0.1588
C -1.09743 0.78058 -0.34846 -0.1940 0.0382 0.0148
C -0.02259 1.51237 0.38730 0.1125 0.0472 0.1726
C 0.34626 0.57427 -0.74036 0.0081 -0.0047 -0.2473
C 0.93823 -0.81615 -0.56858 0.0506 0.3497 -0.1097
C 1.99581 -1.04499 0.45973 0.3408 0.0343 0.5197
O 2.69429 -0.22393 1.00058 -0.3889 -0.2006 -0.2535
H -2.65970 0.05857 0.94530 -0.0744 0.0253 -0.0650
H -1.16392 -0.82535 1.09442 0.0395 -0.0162 0.0075
H -2.18998 -1.08750 -0.32544 0.0002 0.0662 0.1394
H -1.71293 1.35607 -1.03598 0.0911 -0.0666 0.1016
H 0.07251 2.58469 0.22462 0.1487 -0.2975 -0.0658
H 0.18388 1.20871 1.40902 0.0021 -0.0450 -0.1277
H 0.66885 1.07897 -1.64953 -0.1187 -0.1053 0.1847
H 1.46935 -1.10640 -1.48457 -0.1876 -0.0187 -0.1364
H 0.17429 -1.59090 -0.41875 0.1401 0.1764 -0.0928
H 2.11934 -2.12815 0.67555 0.2012 0.0170 0.1167